# 1
A single C3H6O molecule in a non-equilibrium geometry. Source: the Open Molecules 2025 dataset; level of theory: ωB97M-V with the def2-TZVPD basis set.

Structure (XYZ):
```
10
Properties=species:S:1:pos:R:3:forces:R:3
C -1.054569 0.303475 0.134832 -0.42 -0.40 -0.02
C 0.093456 -0.670544 -0.097125 0.76 0.45 -0.01
C 1.421724 0.199882 -0.101199 -0.68 0.47 0.12
O 1.233422 1.381642 0.071033 0.44 0.01 -0.04
H -1.013760 0.822556 1.102496 0.02 -0.29 -0.34
H -1.871830 -0.416047 0.112381 -0.77 0.60 0.15
H -1.172519 1.056858 -0.656400 0.08 -0.37 0.24
H 0.001885 -1.432201 0.703224 0.77 0.30 -0.35
H -0.153463 -1.202005 -1.038197 0.82 0.22 0.27
H 2.515650 -0.043620 -0.231047 -1.02 -1.00 -0.04
```
Forces are in eV/Å.

Computed properties:
F_max	0.0278	Eh/bohr
structure (SMILES)	CCC=O
highest occupied orbital energy	-9.86	eV


# 2
A molecular structure, C3Na6O9 in a non-equilibrium geometry. Source: the Open Molecules 2025 dataset; level of theory: ωB97M-V with the def2-TZVPD basis set.

Structure (XYZ):
```
18
Properties=species:S:1:pos:R:3:forces:R:3
Na 1.819507 -4.312738 -2.451390 -0.61 0.40 0.30
Na 2.559947 0.774222 -1.502690 -0.88 -0.31 -0.07
Na -0.384313 -1.239948 2.380340 -0.75 0.85 0.14
Na 2.932727 -3.143068 0.725200 -0.47 0.72 0.02
Na -2.455653 0.295702 -0.796270 0.69 0.44 0.63
Na 0.503057 1.331472 0.744910 -1.19 -0.55 0.40
C -1.358103 1.251592 2.918230 -4.59 1.86 0.06
O -0.552703 0.643502 3.529920 8.33 -5.38 3.69
O -2.119513 1.979472 3.469850 -3.57 5.08 3.42
O -1.647143 0.998952 1.748410 0.60 -2.13 -8.36
C -0.570193 1.994492 -2.573680 -3.72 -1.27 -1.70
O 0.052847 2.599192 -3.454420 0.99 2.19 -1.17
O 0.032727 1.073842 -2.020830 2.74 -1.91 3.03
O -1.837733 2.058842 -2.508210 0.78 0.71 0.54
C 0.745887 -1.618598 -0.011060 -1.09 5.64 -1.16
O -0.379973 -1.088298 0.016060 -1.63 0.75 1.15
O 0.871397 -2.745528 -0.403400 2.38 -7.54 -1.66
O 1.787237 -0.853098 0.189030 1.98 0.45 0.74
```
Forces are in eV/Å.

Computed properties:
⟨S²⟩	0.76
F_max	0.2058	Eh/bohr
total charge	+1
highest occupied orbital energy (alpha / beta)	-7.31 / -7.29	eV
2S+1	2


Computed E (Eh) in order:
-193.10814, -1765.19865